2 unconnected molecules or ions with the total composition C2H6O2, computed with the ωB97M-V functional and the def2-TZVPD basis.

Geometry as XYZ:
```
10
Properties=species:S:1:pos:R:3:forces:R:3
C -0.0847 1.3463 1.2605 -0.09 0.10 0.02
O -0.9637 1.6740 0.5044 0.31 -0.04 0.13
H -0.0530 0.3388 1.7113 -0.03 0.05 -0.04
H 0.7343 2.0358 1.5389 -0.14 -0.01 -0.03
C 0.3616 -1.0697 -0.8975 0.44 -0.16 -0.08
O -1.0323 -0.9137 -0.8245 -0.17 0.27 0.04
H 0.5706 -2.0402 -1.3637 -0.07 0.23 0.11
H 0.8335 -1.0697 0.0967 -0.02 -0.07 -0.09
H 0.8565 -0.2926 -1.4983 -0.16 -0.09 0.02
H -1.2228 -0.0089 -0.5278 -0.07 -0.28 -0.08
```
Positions in Å, forces in eV/Å.

Computed properties:
Strongest force on any atom, eV/Å: 0.5
Charge: 0
HOMO-LUMO gap, eV: 10.5
LUMO, eV: 0.36
SMILES string: C=O.CO
2S+1: 1